No. 1
Density functional theory data (ωB97M-V/def2-TZVPD) for 5 unconnected molecules or ions with the total composition C37H72N3O2P at a distorted geometry.

Structure (XYZ):
```
115
Properties=species:S:1:pos:R:3:forces:R:3:lowdin_charge:R:1
C 3.56355 -3.09468 0.71699 -0.5227 -0.0704 -0.2094 -0.183
C 1.97777 -2.88255 0.83393 0.7064 0.4152 0.4986 -0.399
P 1.44839 -2.05433 -0.76668 0.9078 -0.6108 -1.2398 0.995
C 2.07154 -0.26365 -0.85672 -0.4158 0.5362 0.0059 -0.406
C 3.64362 -0.19011 -1.12260 -1.1642 -0.3595 0.0264 -0.166
C -0.39412 -2.12797 -1.05376 -1.7529 -0.1006 -0.0741 -0.232
C -0.94249 -2.91516 -2.14002 -1.3771 1.7453 1.9805 -0.155
C -0.19628 -3.81682 -3.16373 -1.6294 0.0707 -0.6499 -0.177
O 1.18139 -3.53405 -3.41148 -1.1981 -0.8712 0.8901 -0.165
N 1.38649 -2.92501 -4.62012 1.7699 0.0613 0.2964 -0.036
O 2.55694 -2.76839 -4.72198 -1.0340 0.3048 -0.7924 0.037
C -2.46250 -2.88498 -2.28512 0.0703 1.0211 1.6288 -0.028
C -3.32483 -2.14004 -1.40750 2.2633 -0.4991 -0.5209 -0.001
C -2.75980 -1.31185 -0.27189 -0.3618 -1.6417 -2.1821 -0.198
N -3.67702 -0.60794 0.49823 4.0806 0.5144 1.1238 0.114
C -2.98442 0.07295 1.45274 -0.1059 0.2415 0.4740 -0.102
C -1.51827 0.05710 1.69524 -0.6526 -0.9368 -1.4279 -0.087
N -0.66919 -0.65437 0.91032 -2.5292 0.6154 0.2828 0.091
C -1.29996 -1.34026 -0.11359 -0.2492 -0.5161 -0.7137 -0.189
H 3.89739 -4.02104 1.27183 -0.3709 1.1862 -0.3498 0.069
H 3.78771 -3.27768 -0.36695 0.0068 0.2139 0.9368 0.048
H 4.12491 -2.18254 1.06218 -0.4937 -1.0524 -0.2962 0.059
H 1.72486 -2.27576 1.74894 0.1152 -0.8552 -0.7589 0.068
H 1.53831 -3.91224 0.86737 -0.0350 1.0590 -0.0053 0.062
H 1.56434 0.18441 -1.76447 0.3049 -0.6466 0.9547 0.077
H 1.74634 0.35766 0.02510 0.4574 -0.5391 -0.7958 0.057
H 3.85396 0.71819 -1.74381 0.0108 -0.6844 0.8180 0.056
H 4.15247 -0.17108 -0.12692 -0.0598 0.0324 -1.1071 0.060
H 3.93606 -1.08915 -1.73312 -0.0698 0.8514 0.7387 0.062
H -0.36420 -4.89900 -2.87652 0.6797 1.1198 -0.1379 0.130
H -0.73463 -3.70310 -4.15646 0.4988 -0.0454 1.0835 0.128
H -2.96351 -3.48096 -3.09671 0.7561 0.6674 0.8490 0.109
H -4.43184 -2.16960 -1.59622 1.3104 0.1720 0.4180 0.111
H -3.59856 0.71227 2.14832 0.6540 -0.7438 -0.7974 0.099
H -1.07237 0.64809 2.53730 -0.6006 -0.6466 -0.9201 0.114
C -6.31140 2.04616 0.96424 0.0507 0.1320 -0.0212 -0.108
C -6.25941 2.44079 2.43565 0.0241 -0.1669 -0.0460 -0.273
C -6.91527 1.41110 3.35700 0.0355 0.0764 0.1097 -0.229
C -8.41187 1.19245 3.12313 -0.0118 -0.0083 -0.1368 -0.229
C -9.27710 2.44781 3.24513 -0.0070 -0.1110 0.0915 -0.272
C -9.24259 3.06672 4.63730 -0.0451 0.1285 -0.0719 -0.115
H -7.33926 1.96285 0.60475 0.0397 -0.0157 0.0028 0.068
H -5.80835 2.79967 0.35364 -0.0144 -0.0732 -0.0434 0.065
H -5.81048 1.08852 0.80131 -0.0562 0.0076 -0.0458 0.053
H -6.71927 3.42361 2.56962 0.0028 -0.0083 0.0558 0.099
H -5.20991 2.55135 2.73020 -0.0461 0.0594 0.0369 0.090
H -6.74702 1.71210 4.39603 -0.0326 -0.0293 -0.0181 0.101
H -6.40319 0.44966 3.23706 -0.0016 0.0299 -0.0210 0.107
H -8.76619 0.44563 3.84143 -0.0182 0.0251 -0.0119 0.109
H -8.56717 0.75346 2.13217 0.0357 -0.0002 0.0496 0.101
H -10.31108 2.18013 3.00762 0.0430 0.0177 -0.0448 0.104
H -8.97589 3.19355 2.50334 0.0104 -0.0469 -0.0050 0.098
H -9.59025 2.35244 5.38791 0.0489 0.0295 0.0008 0.075
H -9.89285 3.94314 4.67768 0.0290 -0.0281 0.0780 0.069
H -8.23623 3.39026 4.91130 -0.0384 -0.0199 0.0205 0.065
C -2.49474 3.58463 -0.12324 0.0098 -0.0094 -0.1831 -0.108
C -1.02849 3.19898 -0.28126 -0.0762 -0.0784 0.1600 -0.265
C -0.15489 3.67151 0.88117 0.1147 -0.0512 -0.0833 -0.228
C -0.08119 5.18924 1.06291 -0.1333 0.0396 0.0008 -0.225
C 0.42207 5.96191 -0.15699 0.0718 -0.0023 0.1256 -0.267
C 1.84938 5.59813 -0.54721 -0.0333 0.0557 -0.1432 -0.118
H -2.62660 4.66851 -0.09621 -0.0237 -0.0398 0.0340 0.068
H -3.07892 3.20266 -0.96350 -0.0522 0.0138 0.0773 0.073
H -2.91059 3.16400 0.79651 -0.0162 0.0463 -0.0036 0.060
H -0.64697 3.58513 -1.23031 0.0408 0.0063 0.0216 0.102
H -0.96023 2.10787 -0.34520 0.0542 0.0382 -0.0395 0.085
H 0.85474 3.26957 0.74717 -0.0174 0.0194 0.0292 0.098
H -0.53198 3.23036 1.81115 -0.0100 -0.0007 -0.0268 0.100
H 0.57442 5.40207 1.91400 -0.0012 0.0232 -0.0286 0.110
H -1.06814 5.57391 1.34071 0.0369 -0.0418 0.0054 0.101
H 0.38326 7.03158 0.06999 -0.0455 -0.0328 -0.0236 0.105
H -0.24407 5.80613 -1.01083 -0.0141 -0.0107 0.0463 0.100
H 2.53955 5.79645 0.27713 0.0016 -0.0459 -0.0285 0.070
H 2.16798 6.19270 -1.40636 0.0765 -0.0459 0.0370 0.072
H 1.93726 4.54493 -0.82367 0.0346 0.0277 0.0197 0.066
C -0.46933 -11.20506 -1.60018 0.0334 -0.0434 0.1513 -0.113
C -0.86142 -9.87137 -0.97542 -0.1040 -0.0169 -0.1431 -0.272
C -0.72460 -8.69273 -1.94017 -0.0153 0.0855 0.0750 -0.232
C 0.69823 -8.42261 -2.43660 0.0348 -0.1247 -0.0084 -0.228
C 1.72976 -8.16215 -1.33782 -0.0297 0.0977 -0.1076 -0.265
C 1.42150 -6.92067 -0.51059 0.0607 -0.0358 0.1042 -0.112
H 0.57855 -11.21436 -1.90739 -0.0451 -0.0193 -0.0183 0.065
H -0.60877 -12.01503 -0.88099 0.0153 -0.0204 -0.0828 0.069
H -1.08670 -11.42039 -2.47574 0.0546 0.0019 -0.0011 0.075
H -0.26832 -9.69933 -0.07327 0.0022 0.0447 -0.0129 0.098
H -1.90434 -9.93293 -0.64887 0.0549 0.0405 0.0268 0.104
H -1.12015 -7.79430 -1.45488 0.0235 -0.0064 -0.0248 0.097
H -1.36600 -8.86988 -2.81065 0.0065 -0.0180 0.0361 0.109
H 0.66934 -7.55781 -3.10878 0.0444 -0.0043 0.0088 0.102
H 1.03945 -9.26553 -3.04634 -0.0452 0.0436 0.0052 0.102
H 2.71024 -8.03528 -1.80630 -0.0275 -0.0480 0.0179 0.107
H 1.81560 -9.03153 -0.67915 -0.0246 -0.0053 -0.0466 0.100
H 1.38350 -6.03094 -1.14597 -0.0053 0.0083 0.0374 0.063
H 2.19823 -6.76624 0.24169 -0.0507 0.0840 -0.0124 0.069
H 0.46731 -7.00993 0.01371 0.0224 0.0276 -0.0137 0.069
C 5.46295 3.99192 -1.56309 0.0327 -0.1562 0.0458 -0.103
C 5.64403 4.48873 -0.13472 -0.1231 0.1271 -0.0643 -0.268
C 5.93273 5.98917 -0.05385 0.0122 -0.0245 0.1288 -0.231
C 7.23057 6.43844 -0.72968 -0.0014 -0.0729 -0.1097 -0.229
C 8.49954 5.75880 -0.21274 -0.0260 0.1419 0.0122 -0.272
C 8.77350 6.04115 1.25951 0.0840 -0.1286 -0.0050 -0.115
H 6.36701 4.13631 -2.15845 -0.0512 0.0001 -0.0096 0.068
H 5.23421 2.92373 -1.56439 -0.0071 0.0397 -0.0786 0.056
H 4.63909 4.51564 -2.05468 0.0439 0.0007 -0.0170 0.070
H 6.43714 3.91771 0.35562 0.0144 0.0397 0.0213 0.099
H 4.72633 4.28074 0.42505 0.0616 0.0061 0.0226 0.095
H 5.94624 6.28709 0.99950 0.0150 0.0231 -0.0376 0.101
H 5.09965 6.53612 -0.50917 0.0043 -0.0420 0.0107 0.102
H 7.32897 7.52126 -0.59868 0.0265 -0.0207 -0.0031 0.109
H 7.15768 6.27190 -1.80949 -0.0263 0.0180 0.0478 0.101
H 9.34916 6.11822 -0.80113 -0.0346 -0.0512 -0.0167 0.104
H 8.44876 4.67828 -0.37695 -0.0280 0.0313 -0.0239 0.098
H 8.87942 7.11464 1.43529 -0.0347 -0.0357 0.0277 0.075
H 9.69978 5.55427 1.57187 -0.0324 0.0574 0.0571 0.069
H 7.97204 5.66584 1.89928 0.0290 0.0374 -0.0036 0.065
```
Positions in Å, forces in eV/Å.

Calculated values
charge: 0
SMILES string: CCP(CC)c1c(CON=O)ccc2nccnc12.CCCCCC.CCCCCC.CCCCCC.CCCCCC
lowest unoccupied orbital energy: -0.026 Ha


No. 2
Density functional theory data (ωB97M-V/def2-TZVPD) for a molecular structure, C37H73HfNO4SbSi4 at a distorted geometry.

Structure (XYZ):
```
121
Properties=species:S:1:pos:R:3:forces:R:3:lowdin_charge:R:1
Hf -0.89582 -0.13293 -0.98037 -0.9917 -0.4271 0.3169 1.542
C -2.74084 2.02972 0.98147 -0.0523 0.0949 0.0193 -0.138
N -2.90675 1.11714 -0.15437 0.3250 -0.4736 -0.0868 -0.334
C -3.57158 1.83311 -1.25975 0.0170 0.0328 0.0225 -0.051
C -3.76694 -0.00618 0.31166 0.0171 0.1017 0.0233 -0.161
C -3.85434 -1.04499 -0.75908 -0.1482 -0.1968 0.0153 -0.289
C -5.00320 -1.80652 -0.93046 -0.0291 0.0025 -0.1180 -0.034
C -5.08759 -2.67941 -2.00763 0.0470 0.0173 -0.0159 -0.063
C -4.03859 -2.75328 -2.91880 -0.0580 0.0035 0.0470 -0.074
C -2.88777 -2.00371 -2.71117 0.0014 -0.0278 0.0139 -0.127
C -2.74796 -1.16293 -1.60119 -0.2818 -0.1971 -0.2594 -0.230
H -3.71921 2.29002 1.39895 -0.0220 0.0147 0.0125 0.113
H -2.25286 2.94490 0.65686 -0.0234 0.0218 0.0178 0.020
H -2.13700 1.55162 1.74628 0.0441 -0.0325 0.0201 0.056
H -4.51211 2.27074 -0.91026 -0.0147 0.0149 0.0014 0.111
H -3.77846 1.15129 -2.07960 -0.0082 -0.0175 -0.0169 0.097
H -2.92174 2.63105 -1.61417 0.0081 0.0011 0.0338 0.049
H -4.75868 0.37266 0.58072 -0.0193 0.0813 0.0113 0.137
H -3.31191 -0.39549 1.22375 0.0396 -0.0351 0.0686 0.102
H -5.83974 -1.70017 -0.24620 0.0336 -0.0039 -0.0480 0.118
H -5.98230 -3.27185 -2.15742 0.0420 0.0230 0.0058 0.108
H -4.12062 -3.39217 -3.79037 -0.0095 0.0171 0.0349 0.109
H -2.08587 -2.07781 -3.43815 0.0117 -0.0086 -0.0111 0.088
C -0.23023 0.38872 -3.05987 0.5676 0.0914 -0.2366 -0.284
C 0.87769 -0.59266 -3.32789 -0.0187 0.2011 -0.1082 -0.357
C 1.85624 -0.80179 -2.35535 -0.0331 -0.0358 -0.0432 -0.127
C 2.96466 -1.60506 -2.59551 -0.0227 -0.0440 0.1040 -0.086
C 3.08854 -2.26080 -3.80753 -0.0279 -0.0283 -0.0648 -0.073
C 2.09620 -2.10535 -4.77349 0.0046 -0.0030 0.0188 -0.069
C 1.00945 -1.27882 -4.53838 0.0166 -0.0539 -0.0495 -0.054
H -0.99439 0.33670 -3.83866 -0.1243 -0.0559 0.0474 0.061
H 0.20121 1.39250 -3.12133 -0.0179 0.0410 -0.0478 0.003
H 1.78605 -0.29513 -1.39057 0.0032 0.0466 -0.0900 0.054
H 3.72670 -1.71680 -1.83259 -0.0330 -0.0032 0.0029 0.110
H 3.94870 -2.88953 -4.00096 -0.0378 0.0209 -0.0100 0.109
H 2.18216 -2.61981 -5.72303 0.0061 0.0160 0.0280 0.110
H 0.25866 -1.13787 -5.30845 0.0310 -0.0062 0.0204 0.117
C -0.95301 3.94645 -3.33953 -0.0468 -0.0457 -0.2062 -0.223
Si -0.42236 4.55619 -1.66165 -0.0229 -0.1288 0.0095 0.301
C 0.90900 5.82952 -1.90460 0.1770 0.1280 0.0352 -0.208
C -1.88171 5.34616 -0.80290 -0.1441 0.0918 0.0753 -0.215
Sb 0.35942 2.52519 -0.29360 0.3313 0.6485 -0.0362 0.963
Si 2.85701 2.54183 -0.93484 -0.1781 -0.1183 0.0386 0.322
C 2.97041 2.48977 -2.78636 0.0274 -0.0277 -0.2801 -0.199
C 3.74919 4.06117 -0.33989 0.0773 0.1955 0.0622 -0.204
C 3.63093 1.04913 -0.12189 0.1273 -0.1472 0.1283 -0.223
Si 0.69774 3.58265 2.03130 -0.0033 -0.1365 -0.1410 0.318
C 2.15896 2.70314 2.76765 0.1893 -0.1191 0.0823 -0.212
C 1.00624 5.40013 1.80426 0.0247 0.2319 -0.0218 -0.210
C -0.72845 3.37510 3.20199 -0.2197 -0.0530 0.1246 -0.213
H -1.41948 4.77797 -3.88002 0.0269 -0.0776 -0.0008 0.047
H -1.67486 3.12864 -3.28642 0.0371 0.0438 -0.0605 0.011
H -0.10232 3.59803 -3.93246 -0.0565 0.0338 0.0297 0.031
H 0.54205 6.55429 -2.63941 0.0425 -0.0011 0.0552 0.048
H 1.83133 5.39679 -2.29708 -0.0699 0.0562 -0.0133 0.010
H 1.14314 6.36820 -0.98384 0.0052 -0.0181 -0.0790 0.027
H -2.02738 6.34367 -1.23198 -0.0447 -0.0594 0.0446 0.047
H -1.73916 5.46781 0.27353 -0.0056 0.0085 -0.0630 0.015
H -2.80455 4.78278 -0.95965 0.0254 0.0475 0.0221 0.021
H 2.43595 3.32846 -3.24226 0.0560 -0.0465 0.0092 0.022
H 2.58212 1.56148 -3.21201 0.0491 0.0784 0.0228 0.019
H 4.02682 2.57629 -3.06606 -0.0777 -0.0208 -0.0410 0.050
H 3.51022 4.93866 -0.94213 0.0381 -0.0031 0.0511 0.025
H 4.82205 3.86281 -0.44298 -0.0389 0.0472 -0.0154 0.051
H 3.56047 4.29989 0.70634 0.0525 0.0038 -0.0522 0.006
H 2.92700 0.23973 0.08293 0.1178 0.0317 0.0725 0.001
H 4.08021 1.33693 0.83258 -0.0003 -0.0197 -0.0514 0.032
H 4.42735 0.65547 -0.76251 -0.0294 0.0000 0.0613 0.049
H 3.10674 2.99107 2.30905 -0.0601 -0.0484 0.0680 0.016
H 2.03667 1.62409 2.64643 0.0214 0.0707 0.0341 0.008
H 2.21716 2.92299 3.83841 0.0324 -0.0235 -0.0495 0.050
H 1.79186 5.60872 1.07774 -0.0125 0.0108 0.0509 0.009
H 1.30589 5.83356 2.76469 -0.0204 -0.0006 -0.0629 0.050
H 0.09687 5.91100 1.47750 0.0744 0.0212 0.0374 0.024
H -0.92183 2.32521 3.43410 0.0051 0.0530 0.0127 0.028
H -1.65405 3.83772 2.85211 0.0399 -0.0216 0.0437 0.030
H -0.43958 3.87277 4.13446 -0.0578 -0.0261 -0.0272 0.047
C -1.63987 -3.67736 4.28356 -0.0783 -0.0573 0.0695 -0.022
C -1.82231 -2.68471 3.14841 0.0786 0.0109 -0.0834 -0.607
C -2.95095 -3.12564 2.22223 -0.0280 0.0030 -0.0503 -0.012
C -2.04360 -1.28611 3.71462 0.0406 0.0798 -0.0159 -0.019
O -0.57866 -2.71021 2.41623 -0.0356 0.0547 0.0465 -0.102
Si 0.15356 -1.90199 1.22888 0.2556 -0.0243 0.0809 0.021
O -0.36100 -0.38813 0.94237 0.0813 -0.1607 0.3775 -0.416
O -0.15374 -2.47448 -0.33098 0.1264 0.1695 0.0163 -0.193
C 0.12949 -3.86243 -0.79776 -0.1221 0.0574 0.1415 -0.567
C -0.15957 -3.92028 -2.27996 0.0885 0.0691 -0.0891 -0.009
C 1.58193 -4.22064 -0.53159 0.0374 0.0153 0.0588 -0.008
C -0.79602 -4.80193 -0.04561 -0.0752 -0.0926 0.0040 -0.015
O 1.74936 -1.98218 1.48209 -0.0020 -0.0017 -0.1280 -0.099
C 2.58137 -2.27507 2.63001 -0.1577 0.0679 -0.0153 -0.616
C 2.33120 -3.68980 3.12532 -0.0568 -0.1360 0.1091 -0.019
C 4.01222 -2.13116 2.14080 0.0745 0.0218 0.0010 -0.014
C 2.26895 -1.26565 3.72417 -0.0250 0.0661 0.0216 -0.007
H -2.53725 -3.70726 4.90514 0.0273 -0.0158 -0.0128 0.099
H -0.79428 -3.38800 4.91026 -0.0351 -0.0014 -0.0175 0.088
H -1.45822 -4.67825 3.88938 0.0032 0.0144 0.0067 0.092
H -3.92484 -2.88375 2.65286 0.0335 -0.0333 0.0085 0.098
H -2.91072 -4.20306 2.05640 0.0070 0.0317 -0.0130 0.088
H -2.87428 -2.64419 1.24512 -0.0178 0.0659 0.0293 0.067
H -3.05389 -1.19245 4.11619 0.0333 -0.0147 0.0279 0.097
H -1.89463 -0.52204 2.94974 -0.0499 -0.0318 -0.0259 0.050
H -1.33538 -1.09078 4.52311 -0.0077 0.0165 -0.0457 0.090
H 0.36663 -3.12737 -2.81239 -0.0083 -0.0485 0.0116 0.065
H -1.22560 -3.84596 -2.47082 -0.0389 0.0111 -0.0096 0.066
H 0.19104 -4.87619 -2.67147 -0.0260 0.0079 0.0020 0.105
H 2.25289 -3.48769 -0.97260 0.0115 0.0116 -0.0231 0.074
H 1.78072 -5.19286 -0.98522 0.0144 0.0106 0.0217 0.104
H 1.79537 -4.28812 0.53342 -0.0556 -0.0120 -0.1015 0.061
H -1.84059 -4.55448 -0.24440 0.0179 0.0106 -0.0059 0.092
H -0.62340 -4.76954 1.03155 0.0299 -0.0043 -0.0730 0.081
H -0.61001 -5.82070 -0.39170 -0.0482 0.0065 0.0203 0.104
H 2.61432 -4.42712 2.37310 0.0177 0.0141 0.0487 0.081
H 1.28248 -3.84001 3.39370 0.1625 0.0398 -0.0402 0.075
H 2.94476 -3.86595 4.01056 -0.0120 -0.0409 -0.0021 0.099
H 4.20724 -2.83934 1.33201 -0.0183 0.0371 0.0362 0.091
H 4.71319 -2.33219 2.95403 -0.0338 0.0048 -0.0488 0.096
H 4.18958 -1.12044 1.76975 0.0005 -0.0176 0.0130 0.070
H 1.24622 -1.39552 4.09155 0.0753 0.0045 -0.0404 0.082
H 2.37792 -0.25184 3.33528 0.0125 -0.0611 0.0472 0.065
H 2.95453 -1.38772 4.56450 -0.0285 -0.0015 -0.0080 0.099
```
Positions in Å, forces in eV/Å.

Calculated values
ΔE to the lowest compared entry with this formula, charge and spin: 0.0887 eV
charge: +1
lowest unoccupied orbital energy: -0.072 Ha


These records have total energy values of -2108.92198, -3255.77876 Ha, in the order they appear.
These records have highest occupied orbital energy values of -0.274, -0.393 hartree, in the order they appear.
These records have orbital gap values of 0.248, 0.321 hartree, in the order they appear.